Record 1
ORCA calculation (ωB97M-V/def2-TZVPD) on 2 unconnected molecules or ions with the total composition C5H13NSi.

Geometry as XYZ:
```
20
Properties=species:S:1:pos:R:3:lowdin_charge:R:1
Si 0.79 -0.39 -0.12 0.80
N -2.13 -0.06 -0.33 -0.13
C -2.64 1.26 -0.49 -0.26
C 1.32 -1.78 1.02 -0.25
C -2.73 0.39 0.84 -0.27
C 1.32 -0.73 -2.01 -0.20
C 1.46 1.26 0.68 -0.23
H 2.37 -0.27 -2.11 0.04
H 0.83 -0.69 -2.98 0.02
H 1.14 -2.77 0.59 0.02
H 1.66 -1.72 -1.80 -0.02
H -2.17 0.67 1.70 0.06
H -3.52 1.47 -1.15 0.08
H -3.77 -0.04 1.02 0.10
H 2.39 -1.82 1.26 0.03
H 0.68 -1.77 1.99 0.06
H 0.76 2.08 0.50 0.00
H 1.78 1.17 1.74 0.03
H 2.37 1.59 0.17 0.01
H -1.89 2.16 -0.49 0.10
```

Properties
HOMO-LUMO gap (spin up / spin down) = 6.70 / 8.13 eV
HOMO (spin up / spin down) = -6.9 / -8.1 eV
energy relative to the best compared isomer or geometry (same formula, charge and spin) = 5.104 eV
2S+1 = 1

Record 2
ORCA calculation (ωB97M-V/def2-TZVPD) on 2 unconnected molecules or ions with the total composition C5H13NSi.

Geometry as XYZ:
```
20
Properties=species:S:1:pos:R:3:lowdin_charge:R:1
Si 1.36 1.35 0.46 0.67
N 1.99 0.13 1.53 -0.14
C 0.51 -2.70 -0.68 -0.12
C 0.18 2.65 1.36 -0.26
C -1.99 0.37 -1.30 -0.12
C -0.46 -1.62 -0.83 -0.09
C -1.67 -1.17 -1.13 -0.21
H 1.45 -2.61 -1.28 0.09
H -0.81 2.59 0.82 0.00
H -2.45 -1.93 -1.43 0.11
H 1.84 -0.78 1.32 -0.06
H 0.67 3.59 1.10 -0.01
H 2.63 0.30 2.24 -0.02
H 2.34 1.49 -0.51 -0.12
H -1.04 0.96 -1.08 0.02
H -0.08 2.65 2.44 0.03
H 0.03 -3.60 -0.89 0.05
H -2.70 0.51 -0.36 0.10
H 0.83 -2.64 0.35 0.06
H -2.60 0.47 -2.14 0.03
```

Properties
HOMO-LUMO gap (spin up / spin down) = 7.82 / 7.15 eV
HOMO (spin up / spin down) = -7.5 / -6.6 eV
energy relative to the best compared isomer or geometry (same formula, charge and spin) = 5.601 eV
2S+1 = 1

Record 3
ORCA calculation (ωB97M-V/def2-TZVPD) on 2 unconnected molecules or ions with the total composition C5H13O2.

Geometry as XYZ:
```
20
Properties=species:S:1:pos:R:3:lowdin_charge:R:1
O 0.00 1.98 3.90 -0.17
O 0.51 1.49 1.53 -0.29
C 0.53 -0.61 -0.92 -0.41
C -0.06 -1.82 -0.20 -0.26
C -0.45 0.65 -0.57 -0.20
C -0.60 1.20 0.85 -0.52
C 0.68 -0.86 -2.52 -0.45
H 0.03 1.54 -1.07 0.10
H -1.31 0.62 -1.14 0.04
H 1.66 -1.25 -2.68 -0.05
H -1.08 -1.97 -0.49 0.01
H -1.10 0.43 1.51 0.09
H 0.16 1.78 2.87 -0.04
H 1.51 -0.46 -0.41 0.12
H -0.16 -1.54 -2.75 -0.04
H 0.06 -1.66 0.88 0.06
H 0.42 -2.73 -0.80 0.03
H 0.14 1.15 4.19 -0.10
H 0.46 0.12 -3.00 0.00
H -1.38 1.94 0.81 0.07
```

Properties
HOMO-LUMO gap (spin up / spin down) = 2.55 / 7.10 eV
HOMO (spin up / spin down) = 4.0 / -0.6 eV
energy relative to the best compared isomer or geometry (same formula, charge and spin) = 1.186 eV
2S+1 = 2
⟨S²⟩ = 0.751
net charge = -2

Record 4
ORCA calculation (ωB97M-V/def2-TZVPD) on a molecular structure, C5H13O2Y.

Geometry as XYZ:
```
21
Properties=species:S:1:pos:R:3:lowdin_charge:R:1
Y 0.70 -1.65 0.71 1.73
O -0.03 -0.96 -1.17 -0.41
O 0.44 0.34 1.43 -0.41
C -1.36 0.81 -0.12 -0.12
C -0.81 0.23 -1.40 -0.14
C 1.30 0.80 2.48 -0.01
C 0.39 -1.62 -2.36 -0.02
C -0.36 1.38 0.85 -0.15
H 0.94 -2.53 -2.07 0.10
H 2.00 1.55 2.08 0.13
H -2.01 0.07 0.38 0.14
H -0.88 1.90 1.67 0.16
H -1.62 -0.04 -2.09 0.16
H 0.01 -3.29 1.32 -0.15
H 1.86 -0.07 2.85 0.10
H 0.70 1.23 3.29 0.13
H -0.48 -1.90 -2.97 0.13
H -0.15 0.96 -1.91 0.16
H -2.03 1.64 -0.41 0.16
H 0.32 2.10 0.36 0.16
H 1.06 -0.95 -2.92 0.13
```

Properties
HOMO-LUMO gap = 8.72 eV
HOMO = -17.7 eV
energy relative to the best compared isomer or geometry (same formula, charge and spin) = 0.000 eV
2S+1 = 1
net charge = +2

Record 5
ORCA calculation (ωB97M-V/def2-TZVPD) on 3 unconnected molecules or ions with the total composition C5H13O3.

Geometry as XYZ:
```
21
Properties=species:S:1:pos:R:3:lowdin_charge:R:1
O 1.57 -3.22 0.16 -0.26
O 1.63 2.90 -0.30 -0.12
O -0.02 -2.39 1.83 -0.40
C -0.88 0.07 0.66 -0.20
C -1.13 -0.68 -1.72 -0.02
C 0.36 2.16 -0.48 -0.25
C -1.57 -0.01 -0.66 -0.21
C 0.19 1.22 0.66 -0.17
H 0.37 1.84 -1.52 0.10
H -0.24 -1.30 -1.64 0.05
H -2.52 0.51 -0.80 0.09
H 1.09 0.66 0.76 0.10
H 1.38 -2.75 -0.65 -0.06
H 0.14 1.79 1.60 0.11
H 0.34 -2.03 2.65 -0.06
H -1.70 -0.87 -2.63 0.04
H -0.40 -0.90 0.99 0.06
H 2.31 2.52 -0.85 0.06
H -1.56 0.20 1.51 0.10
H 0.95 -2.74 0.95 -0.06
H -0.31 3.03 -0.51 0.11
```

Properties
HOMO-LUMO gap = 7.39 eV
HOMO = -4.0 eV
energy relative to the best compared isomer or geometry (same formula, charge and spin) = 1.399 eV
2S+1 = 1
net charge = -1

Record 6
ORCA calculation (ωB97M-V/def2-TZVPD) on a molecular structure, C5H13O4ReS9Sb2.

Geometry as XYZ:
```
34
Properties=species:S:1:pos:R:3:lowdin_charge:R:1
Re 0.23 0.42 -1.19 0.61
Sb -0.21 -3.59 -1.94 0.68
Sb 4.44 1.40 -0.64 0.77
S -0.28 2.65 -1.01 0.12
S -1.82 -1.93 -3.04 -0.07
S -1.95 0.32 1.22 1.02
S 2.36 -0.74 -2.56 0.43
S 2.00 1.20 0.45 -0.04
S 1.26 3.15 0.32 0.01
S -1.50 0.01 -2.54 0.11
S -1.03 -3.78 0.06 -0.07
S 4.17 3.09 -1.96 -0.06
O 3.69 -0.70 -1.99 -0.44
O 1.39 -1.53 -1.72 -0.63
O -0.74 -0.25 0.43 -0.79
O 1.73 0.62 -2.66 -0.53
C -1.15 -1.67 3.00 -0.13
C 2.42 -1.43 -4.15 -0.10
C -1.32 1.51 2.42 -0.38
C -2.00 2.86 2.28 -0.13
C -2.33 -1.09 2.24 -0.39
H -2.74 -1.81 1.52 0.06
H 3.11 -0.82 -4.74 0.10
H 1.42 -1.40 -4.57 0.09
H -1.46 -2.63 3.43 0.09
H -1.89 3.26 1.27 0.03
H 2.79 -2.45 -4.05 0.09
H -1.54 3.56 2.97 0.09
H -0.82 -1.03 3.82 0.08
H -0.24 1.55 2.23 0.05
H -3.15 -0.75 2.88 0.11
H -1.48 1.08 3.41 0.09
H -3.06 2.80 2.51 0.08
H -0.31 -1.86 2.33 0.05
```

Properties
HOMO-LUMO gap (spin up / spin down) = 5.65 / 7.04 eV
HOMO (spin up / spin down) = -10.6 / -11.2 eV
2S+1 = 2
⟨S²⟩ = 0.989
net charge = +1

Record 7
ORCA calculation (ωB97M-V/def2-TZVPD) on C5H13OP in the gas phase.

Geometry as XYZ:
```
20
Properties=species:S:1:pos:R:3:lowdin_charge:R:1
P 2.10 -0.15 -0.57 0.87
O 2.43 -0.48 1.01 -0.38
C 0.40 1.64 0.59 -0.15
C -2.08 0.00 -0.45 -0.10
C -0.66 -0.44 -0.71 -0.41
C 0.43 0.73 -0.60 -0.52
C -0.38 -1.59 0.34 -0.09
H 2.14 -1.40 1.05 0.00
H 1.05 2.54 0.27 0.10
H 0.98 1.31 1.51 0.08
H -2.36 0.87 -1.01 0.08
H -0.63 1.73 0.95 0.06
H -1.13 -2.43 0.20 0.10
H -2.79 -0.71 -0.82 0.07
H -2.27 0.20 0.56 0.06
H -0.56 -0.82 -1.66 0.09
H 0.57 -2.02 0.17 0.00
H -0.39 -1.17 1.35 0.08
H 2.82 1.04 -0.58 -0.06
H 0.32 1.15 -1.59 0.10
```

Properties
HOMO-LUMO gap = 9.57 eV
HOMO = -8.7 eV
SMILES string = CC(C)[C@@H](C)PO
energy relative to the best compared isomer or geometry (same formula, charge and spin) = 0.952 eV
2S+1 = 1

Record 8
ORCA calculation (ωB97M-V/def2-TZVPD) on 2 unconnected molecules or ions with the total composition C5H13OS.

Geometry as XYZ:
```
20
Properties=species:S:1:pos:R:3:lowdin_charge:R:1
S 1.32 -1.22 -2.78 0.62
O 0.22 0.77 0.65 -0.36
C -0.18 -0.71 -1.85 -0.58
C -0.72 -1.92 -1.08 -0.36
C 0.32 1.84 1.49 -0.57
C -1.94 -1.49 -0.25 -0.13
C 1.66 1.90 2.21 -0.16
H 2.46 1.96 1.46 0.05
H -1.61 -0.64 0.36 0.05
H 0.07 -2.28 -0.43 0.09
H -2.27 -2.33 0.36 0.06
H 0.13 2.81 0.97 0.07
H -0.46 1.80 2.30 0.07
H 1.73 2.77 2.89 0.04
H 0.13 0.05 -1.11 0.03
H -0.91 -0.38 -2.58 0.06
H -2.77 -1.17 -0.89 0.06
H -1.03 -2.71 -1.78 0.08
H 1.84 0.99 2.78 0.05
H 2.00 -0.07 -2.73 -0.18
```

Properties
HOMO-LUMO gap = 6.17 eV
HOMO = -2.8 eV
energy relative to the best compared isomer or geometry (same formula, charge and spin) = 1.329 eV
2S+1 = 1
net charge = -1

Record 9
ORCA calculation (ωB97M-V/def2-TZVPD) on a molecular structure, C5H13P.

Geometry as XYZ:
```
19
Properties=species:S:1:pos:R:3:lowdin_charge:R:1
P -1.22 1.41 -1.58 0.82
C 1.44 0.54 -1.71 -0.05
C -0.06 -0.11 0.68 -0.55
C 1.08 -1.01 1.07 -0.10
C -1.40 -0.54 1.20 -0.11
C -0.18 0.03 -0.79 -0.49
H -1.88 -1.47 0.74 0.13
H 1.18 0.90 -2.64 -0.03
H -1.33 -0.59 2.23 0.05
H -2.07 0.27 1.16 0.04
H 1.66 1.28 -0.86 0.07
H -0.71 2.30 -0.74 -0.14
H 2.05 -0.53 0.89 0.07
H -0.48 -0.95 -1.11 0.07
H -2.46 1.25 -0.96 -0.14
H 2.03 -0.38 -1.84 0.05
H 0.98 -1.14 2.20 0.09
H 1.22 -2.08 0.80 0.09
H 0.15 0.80 1.27 0.14
```

Properties
HOMO-LUMO gap = 10.28 eV
HOMO = -9.2 eV
energy relative to the best compared isomer or geometry (same formula, charge and spin) = 2.140 eV
2S+1 = 1

Record 10
ORCA calculation (ωB97M-V/def2-TZVPD) on 2 unconnected molecules or ions with the total composition C5H13P.

Geometry as XYZ:
```
19
Properties=species:S:1:pos:R:3:lowdin_charge:R:1
P -0.34 0.06 -0.92 0.91
C -3.43 -0.69 0.05 0.04
C 0.20 -1.44 -0.09 -0.60
C 1.30 2.29 -0.41 -0.24
C 0.21 1.47 0.20 -0.53
C 1.69 -1.48 0.15 -0.23
H 2.03 2.90 0.29 0.11
H 1.80 -2.56 0.52 0.09
H -2.86 -1.51 -0.40 -0.03
H 0.07 -2.39 -0.76 0.11
H 2.29 -1.13 -0.77 0.08
H 0.78 2.89 -1.15 0.05
H -3.43 -0.51 1.11 -0.02
H 2.29 -0.92 0.95 0.08
H 0.62 0.92 1.04 0.04
H -0.25 -1.54 0.85 0.04
H 2.07 1.73 -0.96 0.05
H -0.66 2.21 0.47 0.10
H -4.38 -0.31 -0.17 -0.04
```

Properties
HOMO-LUMO gap (spin up / spin down) = 8.30 / 7.84 eV
HOMO (spin up / spin down) = -8.6 / -7.6 eV
energy relative to the best compared isomer or geometry (same formula, charge and spin) = 4.413 eV
2S+1 = 1

Record 11
ORCA calculation (ωB97M-V/def2-TZVPD) on 2 unconnected molecules or ions with the total composition C5H14.

Geometry as XYZ:
```
19
Properties=species:S:1:pos:R:3:lowdin_charge:R:1
C -1.74 0.95 -1.84 -0.29
C -0.62 0.25 -2.70 -0.42
C 0.62 -1.76 1.40 -0.17
C 0.94 0.77 1.34 -0.25
C 0.97 -0.41 2.30 -0.28
H 1.26 0.59 0.40 -0.01
H 1.59 1.61 1.71 0.06
H -2.66 0.94 -2.45 0.03
H -1.55 1.96 -1.72 -0.01
H 0.40 0.61 -2.27 0.02
H -0.59 0.64 -3.70 -0.01
H 0.50 -1.54 0.45 -0.03
H -0.10 1.17 1.30 0.06
H -1.77 0.43 -0.81 0.06
H 0.28 -0.17 3.25 0.12
H 1.40 -2.46 1.61 0.03
H -0.56 -0.92 -2.59 0.03
H 1.96 -0.47 2.68 0.05
H -0.31 -2.20 1.62 0.02
```

Properties
HOMO-LUMO gap (spin up / spin down) = 2.68 / 11.66 eV
HOMO (spin up / spin down) = 1.5 / -7.6 eV
energy relative to the best compared isomer or geometry (same formula, charge and spin) = 1.510 eV
2S+1 = 2
⟨S²⟩ = 0.750
net charge = -1

Record 12
ORCA calculation (ωB97M-V/def2-TZVPD) on 2 unconnected molecules or ions with the total composition C5H14.

Geometry as XYZ:
```
19
Properties=species:S:1:pos:R:3:lowdin_charge:R:1
C 1.21 0.81 -2.28 -0.23
C 1.33 -0.34 -1.18 -0.34
C 2.41 -0.02 -0.08 -0.25
C -2.50 -0.37 0.87 -0.33
C -2.09 -0.20 2.41 -0.33
H 1.87 0.65 -3.15 0.03
H -1.06 -0.48 2.38 -0.01
H 0.29 -0.47 -0.82 0.06
H -2.24 0.52 0.37 -0.01
H -2.38 0.88 2.85 0.08
H -2.02 -1.23 0.49 0.01
H -3.60 -0.33 0.73 0.03
H 3.35 0.12 -0.49 0.02
H 1.57 -1.41 -1.58 0.09
H -2.48 -1.07 3.00 0.03
H 2.34 -0.77 0.74 0.03
H 2.01 0.76 0.53 0.02
H 0.26 1.17 -2.75 0.04
H 1.74 1.79 -2.04 0.06
```

Properties
HOMO-LUMO gap (spin up / spin down) = 2.73 / 11.76 eV
HOMO (spin up / spin down) = 1.5 / -7.6 eV
energy relative to the best compared isomer or geometry (same formula, charge and spin) = 1.496 eV
2S+1 = 2
⟨S²⟩ = 0.750
net charge = -1

Here are the calculated DFT total energy numbers, same order: -14758.9562, -14758.4591, -9485.8332, -10515.4337, -11537.1433, -126303.8984, -16731.3161, -18278.3646, -14681.9623, -14679.6895, -5408.9993, -5409.0131 (eV).
Here are the calculated max |F| numbers, same order: 0.068, 0.103, 0.100, 0.031, 0.048, 0.016, 0.079, 0.022, 0.118, 0.055, 0.120, 0.079 (Eh/bohr).